# 1
A structure of composition C27H23BFeN9O2S2, computed with ωB97M-V/def2-TZVPD.

The energy comes out at -3770.98922 hartree. The multiplicity is 6.

The geometry in XYZ format:
```
65
C27H23BFeN9O2S2, DFT ωB97M-V/def2-TZVPD
Fe -0.6286 -0.9580 0.8751
S -0.4740 -3.3154 0.7332
S -1.7561 -1.5621 -1.1851
O 0.9140 0.6868 -3.2829
O 0.5114 0.1589 -0.4860
N -1.3323 -0.4619 3.8831
N 1.0486 -0.4075 2.1618
N -1.9467 -3.6294 -4.2071
N 1.1850 2.8981 -1.6402
N -1.8160 0.7116 1.2613
N -1.4517 -1.4276 2.9515
N -0.0316 -6.4315 -1.3553
N 0.7667 0.5703 3.0593
N -1.5212 1.4622 2.3413
C 2.3638 -0.5896 2.1897
C 0.7913 -0.5299 -4.0245
C 3.4904 -1.6916 -1.2332
C -2.3960 -2.1331 4.8519
C -0.5052 -5.4049 -1.5732
C -2.6815 1.3902 0.5198
C -2.0932 -2.4388 3.5236
C -1.5548 -3.8600 -3.1485
C 1.7028 -0.0843 -0.8532
C 2.9571 0.2718 3.1126
C -1.1659 3.2739 -1.8501
C -1.8917 -0.8627 5.0354
C -2.2176 2.6060 2.2887
C -1.1276 -3.1517 -0.8846
C -2.9742 2.6093 1.1329
C -1.4900 0.9956 -3.3914
C 1.9003 0.9846 3.6427
C -0.2136 1.3302 -2.9373
C 4.0338 0.6368 -1.2365
C 2.1727 -1.4274 -1.0091
C -2.4134 2.9680 -2.3553
C 2.3147 2.3010 -1.2963
C -2.5706 1.8107 -3.1081
C 4.4532 -0.6544 -1.3074
C 2.6511 0.9626 -1.1046
C -0.0727 2.4546 -2.1150
C -1.0795 -4.1370 -1.8399
B -0.6883 0.8705 3.5041
H -0.6823 1.6386 4.4192
H -3.6492 3.3738 0.7924
H -2.9042 -2.7505 5.5701
H 5.4988 -0.8912 -1.4420
H 0.3531 -0.3421 -5.0065
H -2.1369 3.3267 3.0848
H 1.8685 1.7430 4.4064
H 1.8063 -0.8997 -4.1400
H 3.8131 -2.7209 -1.3341
H 3.9988 0.3516 3.3648
H -3.2569 3.6100 -2.1430
H 0.1882 -1.2542 -3.4747
H -1.8881 -0.2155 5.8961
H -1.0300 4.1468 -1.2212
H 3.1299 3.0106 -1.1904
H 2.8218 -1.3321 1.5596
H -3.0386 0.9732 -0.4072
H -3.5457 1.5365 -3.4887
H -2.3043 -3.3309 2.9588
H -1.6347 0.1013 -3.9794
H 1.2395 3.9060 -1.6244
H 1.4446 -2.2247 -0.9110
H 4.7450 1.4491 -1.3327
```

Mulliken atomic charge list, values in e, 4 entries:
1 Fe -0.24
2 S -0.39
3 S -0.35
4 O -0.49

# 2
A cluster of 5 separate species, C2H14N2O4 in total, computed with ωB97M-V/def2-TZVPD.

As for the structure (SMILES): C/N=C\N.O.O.O.O. The energy comes out at -495.05561 hartree.

The geometry in XYZ format:
```
22
C2H14N2O4, DFT ωB97M-V/def2-TZVPD
O 1.7594 3.4544 1.1519
O 1.8518 0.7923 -0.0581
O 2.2813 -1.7835 -1.3064
O 1.3818 -0.9053 2.4813
N -1.5617 -0.2037 0.3020
N -2.0363 -1.6639 -1.4906
C -1.2625 -1.1631 -0.4634
C -2.8462 0.4624 0.0991
H 2.3504 -0.9573 -1.7946
H -3.6114 -0.0921 0.6452
H -1.7703 -2.5191 -1.9519
H 2.5262 3.5654 0.5800
H 1.6169 1.5916 0.4300
H 0.6033 -0.6671 1.9578
H 1.8457 4.1095 1.8607
H 2.0690 -0.8429 1.8009
H -0.2875 -1.6341 -0.4192
H 1.0269 0.3975 -0.3565
H -3.1326 0.5331 -0.9576
H 2.9850 -2.3481 -1.6384
H -2.7550 1.4515 0.5260
H -3.0340 -1.5775 -1.3981
```

Mulliken atomic charge list, values in e, 4 entries:
1 O -0.65
2 O -0.67
3 O -0.58
4 O -0.66

# 3
The molecule C5H10O2, computed with ωB97M-V/def2-TZVPD.

As for the structure (SMILES): C[C@@H]1OC[C@H](C)O1. The energy comes out at -346.98049 hartree.

The geometry in XYZ format:
```
17
C5H10O2, DFT ωB97M-V/def2-TZVPD
O -0.7302 0.1231 1.2445
O -0.1582 -0.1326 -0.9028
C 1.0431 -0.4165 -0.1971
C 2.1274 0.5414 -0.6490
C -1.2051 -0.3543 0.0091
C 0.6248 -0.2797 1.2924
C -2.4459 0.3897 -0.4092
H 3.0811 0.2958 -0.1690
H -2.7910 0.0204 -1.3787
H 2.2618 0.4793 -1.7330
H -1.3955 -1.4428 0.0900
H 0.7267 -1.2379 1.8223
H 1.1908 0.4856 1.8322
H 1.3467 -1.4535 -0.4053
H -2.2217 1.4567 -0.4868
H 1.8559 1.5703 -0.3916
H -3.2361 0.2391 0.3313
```

Mulliken atomic charge list, values in e, 4 entries:
1 O -0.39
2 O -0.41
3 C 0.50
4 C -1.47